Record 1
{"formula": "C30H38NO7", "method": "ωB97M-V/def2-TZVPD", "lumo_energy_ev": 2.22, "orbital_gap_ev": 5.383, "total_charge": -1, "symbols": ["C", "C", "C", "O", "C", "O", "C", "C", "C", "C", "C", "C", "N", "C", "C", "C", "C", "C", "C", "C", "C", "C", "O", "O", "H", "H", "H", "H", "H", "H", "H", "H", "H", "H", "H", "H", "H", "H", "H", "H", "H", "H", "H", "H", "H", "C", "C", "O", "C", "C", "C", "O", "C", "C", "C", "C", "C", "C", "O", "H", "H", "H", "H", "H", "H", "H", "H", "H", "H", "H", "H", "H", "H", "H", "H", "H"], "positions_angstrom": [[4.01704, -2.54208, 1.20973], [4.11160, -1.26663, 2.00565], [5.25687, -1.41171, 3.00942], [4.31028, -0.10390, 1.16018], [3.21193, 0.54750, 0.68445], [3.35278, 1.63461, 0.18409], [1.90239, -0.08765, 0.89526], [0.76811, 0.44284, 0.31527], [-0.58401, 0.14716, 0.79262], [-0.99628, -1.20219, 0.83151], [-2.21888, -1.56866, 1.35704], [-3.12182, -0.58127, 1.84768], [-4.37365, -0.96786, 2.21844], [-4.85602, -2.28856, 1.89747], [-3.80521, -3.34582, 2.15281], [-2.51989, -3.03120, 1.41343], [-5.40597, 0.00749, 2.42530], [-4.86942, 1.19452, 3.19874], [-3.66521, 1.80818, 2.47258], [-2.73724, 0.79247, 1.85247], [-1.50754, 1.13604, 1.28013], [1.82392, -0.55678, 2.29188], [0.86993, -0.47847, 3.03166], [2.98350, -1.03069, 2.84603], [3.17302, -2.56555, 0.51998], [4.93887, -2.68446, 0.63519], [3.94560, -3.38092, 1.90916], [5.29049, -0.56554, 3.70343], [5.07827, -2.32484, 3.59154], [6.19435, -1.50031, 2.46028], [0.94613, 1.35468, -0.21783], [-0.31263, -1.94676, 0.41197], [-5.75263, -2.45005, 2.50244], [-5.14371, -2.30415, 0.83522], [-3.60681, -3.39980, 3.22304], [-4.18596, -4.31128, 1.82822], [-2.57241, -3.39912, 0.37752], [-1.66724, -3.55026, 1.87549], [-5.79938, 0.35927, 1.45860], [-6.22051, -0.48354, 2.96372], [-5.65861, 1.94288, 3.31399], [-4.57743, 0.86560, 4.20116], [-4.03781, 2.45351, 1.66360], [-3.10070, 2.45925, 3.15637], [-1.18431, 2.18996, 1.24489], [5.25944, -0.61884, -1.91793], [3.94250, -1.17040, -2.35764], [2.94470, -0.16337, -2.20092], [1.70412, -0.58540, -2.51249], [0.90387, 0.60619, -2.96619], [-0.20572, 0.22929, -3.83827], [-0.50836, -0.94688, -4.08699], [-0.97373, 1.40341, -4.42714], [-1.94986, 2.16235, -3.50322], [-1.42780, 3.19422, -2.46226], [-0.43390, 2.65251, -1.41539], [1.04898, 2.96558, -1.74750], [1.43043, 2.02944, -2.89420], [1.41165, -1.75255, -2.42730], [5.93641, -1.43997, -1.68719], [5.69135, -0.03710, -2.72904], [5.15177, 0.01523, -1.03644], [3.91315, -1.43309, -3.41152], [3.60350, -2.02063, -1.77125], [-0.28929, 2.12464, -4.88915], [-1.55945, 0.99763, -5.25542], [-2.58488, 2.75544, -4.18094], [-2.60195, 1.45014, -2.96855], [-1.00702, 4.09166, -2.94596], [-2.30850, 3.57114, -1.90455], [-0.73058, 3.00551, -0.41191], [-0.54390, 1.55875, -1.39957], [1.14891, 4.04054, -2.03317], [1.74534, 2.83636, -0.89553], [2.52681, 1.95504, -2.95007], [1.06825, 2.51718, -3.80415]], "lowdin_charge": [0.016, -0.527, 0.010, 0.072, -0.426, 0.129, -0.016, 0.096, -0.174, 0.026, -0.135, -0.102, -0.105, -0.171, -0.175, -0.152, -0.183, -0.174, -0.147, -0.130, 0.034, -0.397, 0.126, 0.068, 0.093, 0.097, 0.095, 0.096, 0.093, 0.091, 0.080, 0.142, 0.116, 0.136, 0.116, 0.108, 0.128, 0.124, 0.133, 0.115, 0.108, 0.116, 0.118, 0.118, 0.115, -0.064, -0.237, -0.069, -0.508, -0.096, -0.428, -0.023, -0.146, -0.187, -0.194, -0.234, -0.193, -0.174, 0.060, 0.070, 0.074, 0.061, 0.126, 0.098, 0.097, 0.102, 0.094, 0.116, 0.102, 0.098, 0.083, 0.081, 0.111, 0.081, 0.110, 0.084]}

=====

Record 2
{"formula": "C5H8N", "method": "ωB97M-V/def2-TZVPD", "lumo_energy_ev": -4.11, "orbital_gap_ev": 9.795, "total_charge": 1, "relative_energy_kj_mol": 503.9, "symbols": ["C", "C", "C", "C", "C", "N", "H", "H", "H", "H", "H", "H", "H", "H"], "positions_angstrom": [[1.31143, -0.72306, -0.01777], [0.66318, 0.28909, -0.60863], [0.24970, -1.79455, 0.00641], [-0.42834, -0.54758, -0.14592], [0.74143, 1.61201, -1.19247], [-1.12713, -0.04026, 1.13130], [0.01938, -2.58813, -0.68541], [0.27123, -2.28140, 1.06157], [0.21895, 1.48382, -2.18346], [1.74742, 1.87878, -1.13320], [0.06185, 2.20565, -0.58372], [-0.90078, -0.56915, 2.07263], [-2.19528, 0.21084, 1.09211], [-0.63304, 0.86395, 1.18655]], "lowdin_charge": [0.171, -0.250, -0.099, -0.207, 0.013, 0.198, 0.125, 0.145, 0.143, 0.086, 0.094, 0.219, 0.219, 0.143]}

=====

Record 3
{"formula": "C25H23IrN3OS3", "method": "ωB97M-V/def2-TZVPD", "lumo_energy_ev": [0.12, 0.10], "orbital_gap_ev": [7.030, 7.031], "multiplicity": 2, "relative_energy_kj_mol": 0.0, "s2": 0.753, "symbols": ["Ir", "C", "C", "C", "C", "C", "C", "C", "C", "S", "C", "N", "C", "C", "C", "C", "C", "C", "C", "C", "H", "H", "H", "H", "H", "H", "H", "H", "H", "H", "H", "H", "H", "H", "H", "H", "O", "N", "C", "C", "C", "C", "C", "S", "H", "H", "H", "H", "S", "C", "C", "N", "C", "H", "H", "H"], "positions_angstrom": [[-0.11811, -0.01365, 0.01848], [-5.73620, -0.62892, 4.19699], [-4.47919, 0.25603, 4.20706], [-4.62627, 1.32147, 3.12010], [-4.36309, 0.96336, 5.56628], [-3.25160, -0.62337, 3.98462], [-2.95802, -1.63539, 4.91316], [-1.85474, -2.45353, 4.76636], [-1.03598, -2.26461, 3.66679], [0.40974, -3.12979, 3.24267], [0.58738, -2.11896, 1.83942], [-0.38329, -1.21193, 1.68559], [-1.29918, -1.27264, 2.71193], [-2.41785, -0.45221, 2.89376], [1.64232, -2.16769, 0.89802], [2.73117, -3.05487, 0.95696], [3.71168, -2.98574, -0.00442], [3.62679, -2.03830, -1.02560], [2.55493, -1.15453, -1.08403], [1.54109, -1.20403, -0.13619], [-6.63197, -0.01678, 4.32176], [-5.71279, -1.35984, 5.00593], [-5.81382, -1.16842, 3.25155], [-5.51759, 1.91960, 3.31739], [-4.73473, 0.87259, 2.13146], [-3.76560, 1.99270, 3.10187], [-5.22599, 1.61377, 5.72445], [-3.45847, 1.57297, 5.60609], [-4.32811, 0.24850, 6.38877], [-3.59899, -1.79125, 5.77071], [-1.62834, -3.21999, 5.49667], [-2.60228, 0.31989, 2.16452], [2.78421, -3.77823, 1.76447], [4.55626, -3.66229, 0.03563], [4.40661, -1.99150, -1.77653], [2.51399, -0.41972, -1.88020], [0.18979, 1.02205, -1.73597], [-0.34794, 2.23296, -1.80230], [0.22803, 3.12131, -2.63970], [-0.26336, 4.38714, -2.77958], [-1.37882, 4.77721, -2.03433], [-1.95634, 3.85928, -1.18351], [-1.45633, 2.56304, -1.06689], [-2.17093, 1.35277, -0.07790], [1.08747, 2.73762, -3.16970], [0.21619, 5.07700, -3.45860], [-1.78732, 5.77360, -2.12714], [-2.80927, 4.12344, -0.57571], [2.62256, 3.46918, 2.00963], [2.06793, 2.38261, 3.21909], [1.31775, 1.40736, 2.64861], [1.17765, 1.50624, 1.29455], [1.80894, 2.53724, 0.81977], [2.31483, 2.52500, 4.25778], [0.84838, 0.58808, 3.17294], [1.84911, 2.79500, -0.22760]], "mulliken_spin": [0.949, 0.000, 0.000, 0.000, 0.000, -0.002, 0.000, 0.000, 0.004, 0.000, 0.078, -0.081, 0.022, -0.009, -0.170, 0.001, -0.002, 0.003, 0.034, 0.096, 0.000, 0.000, 0.000, 0.000, 0.000, 0.000, 0.000, 0.000, 0.000, 0.000, 0.000, 0.002, -0.001, 0.000, 0.000, 0.000, 0.020, 0.007, -0.003, 0.003, -0.003, 0.007, -0.012, 0.017, 0.000, 0.000, 0.000, 0.000, 0.007, 0.005, -0.009, 0.047, -0.020, 0.000, 0.005, 0.003]}